(1)
This record from the Open Molecules 2025 dataset describes 2 unconnected molecules or ions with the total composition C3H10N2O2S in a non-equilibrium geometry. The level of theory is ωB97M-V/def2-TZVPD.

* total charge: 0
* SMILES string: NC(=O)[C@@H](N)CS.O
* DFT total energy: -778.493550 hartree

Cartesian coordinates (Å):
N: 2.336 1.004 -0.803
C: 1.181 0.421 -1.310
O: 1.237 0.019 -2.460
C: -0.062 0.196 -0.430
N: -0.947 -0.746 -1.085
C: 0.399 -0.214 0.988
S: 0.441 1.163 2.107
H: 2.415 1.213 0.172
H: 3.056 1.103 -1.475
H: -0.640 1.116 -0.350
H: -1.042 -0.549 -2.064
H: -0.648 -1.720 -1.010
H: 1.399 -0.635 0.970
H: -0.198 -1.054 1.359
H: -0.848 1.196 2.404
O: -3.018 -0.639 1.205
H: -2.192 -1.033 1.520
H: -2.869 -0.841 0.262

***

(2)
This record from the Open Molecules 2025 dataset describes C5H13NO in the gas phase in a non-equilibrium geometry. The level of theory is ωB97M-V/def2-TZVPD.

* total charge: 0
* SMILES string: CC(C)[C@H](N)CO
* DFT total energy: -328.244316 hartree

Cartesian coordinates (Å):
C: 1.830 -0.372 -0.350
C: 0.734 0.662 -0.430
C: 0.173 1.037 -1.798
C: -0.531 0.339 0.496
N: -0.111 0.288 1.953
C: -1.259 -0.956 0.163
O: -2.163 -1.357 1.216
H: 2.523 -0.179 0.475
H: 2.461 -0.375 -1.226
H: 1.467 -1.476 -0.273
H: 1.016 1.581 0.096
H: -0.489 1.885 -1.688
H: -0.188 0.189 -2.336
H: 0.840 1.306 -2.707
H: -1.154 1.232 0.474
H: -0.831 -0.068 2.575
H: 0.747 -0.210 2.154
H: -2.005 -1.047 -0.716
H: -0.661 -1.831 0.126
H: -2.398 -0.648 1.797

***

(3)
This record from the Open Molecules 2025 dataset describes a molecular structure, C10H13P in a non-equilibrium geometry. The level of theory is ωB97M-V/def2-TZVPD.

* total charge: 0
* DFT total energy: -729.969302 hartree

Cartesian coordinates (Å):
C: 2.985 0.746 0.007
C: 3.248 -0.574 0.385
C: 1.706 1.045 -0.416
C: 2.216 -1.552 0.472
C: 0.693 0.120 -0.397
C: 0.948 -1.202 -0.014
C: -0.820 0.577 -0.698
C: -2.329 -0.469 -0.592
C: -1.002 1.762 0.221
C: -3.214 -0.260 0.640
P: -0.880 -1.693 -0.423
H: 3.910 1.381 -0.191
H: 4.330 -0.797 0.722
H: 1.473 2.071 -0.713
H: 2.487 -2.527 0.830
H: -0.712 0.789 -1.796
H: -0.663 1.589 1.195
H: -2.008 1.996 0.176
H: -0.370 2.578 -0.028
H: -2.726 0.391 1.279
H: -3.619 -1.134 1.228
H: -4.157 0.224 0.216
H: -0.521 -2.000 -1.852
H: -0.972 -3.062 -0.250

***

(4)
This record from the Open Molecules 2025 dataset describes a molecular structure, C17H33AlB2BeF8N5NaO19P2S in a non-equilibrium geometry. The level of theory is ωB97M-V/def2-TZVPD.

* total charge: 0
* DFT total energy: -4719.434931 hartree

Cartesian coordinates (Å):
C: 2.404 0.131 -0.752
C: 2.072 -1.119 -0.171
N: 1.691 -2.380 0.633
C: 0.543 -1.988 1.587
N: 0.228 -0.501 1.634
C: -1.035 -0.149 0.881
C: -1.383 -1.118 -0.395
N: -2.642 -0.568 -1.096
N: -0.121 -2.956 2.351
C: -1.283 -2.543 3.279
C: -0.798 -1.731 4.616
O: -1.338 -0.494 4.796
F: 0.162 -2.195 5.642
C: 0.191 -4.437 2.322
F: -1.026 -5.232 1.911
C: 0.648 -5.040 3.807
C: 1.758 -6.273 3.653
P: 3.182 -2.770 1.542
N: 3.626 -4.284 1.069
O: 4.504 -1.715 1.002
O: 2.990 -2.705 3.289
H: 2.705 1.267 -0.901
H: 0.254 -0.114 2.602
H: -0.873 0.952 0.449
H: -1.915 -0.041 1.667
H: -1.668 -2.231 -0.098
H: -0.526 -1.044 -1.189
H: -2.813 0.427 -0.829
H: -2.516 -0.691 -2.126
H: -2.135 -1.960 2.696
H: -1.808 -3.542 3.667
H: 1.036 -4.754 1.578
H: 1.182 -4.205 4.429
H: -0.299 -5.375 4.446
H: 1.245 -7.300 3.961
H: 2.702 -6.020 4.321
H: 2.106 -6.431 2.527
H: 3.677 -4.923 1.894
H: 5.275 -2.356 0.836
H: 3.946 -2.713 3.649
O: -2.278 -0.786 8.008
H: -1.465 -1.303 8.111
H: -2.332 -0.622 7.055
B: -5.612 -2.797 -1.941
F: -4.745 -3.597 -1.091
F: -6.541 -2.045 -1.113
F: -4.805 -1.875 -2.725
F: -6.355 -3.670 -2.834
Al: -4.017 1.395 -1.581
C: -3.649 4.359 -4.633
O: -3.966 4.762 -5.742
O: -3.472 3.174 -4.330
O: -3.456 5.075 -3.643
O: 6.628 -0.840 -2.363
P: 7.459 -0.697 -1.078
O: 7.256 -1.939 -0.195
O: 7.005 0.557 -0.311
O: 8.947 -0.564 -1.442
C: -7.507 3.673 -7.445
O: -6.194 3.338 -7.855
H: -8.212 3.357 -8.217
H: -7.740 3.160 -6.509
H: -7.582 4.755 -7.308
H: -5.591 3.631 -7.150
Na: 7.072 -2.534 -2.845
O: 9.194 5.469 0.604
S: 10.158 4.858 1.496
O: 11.586 5.007 1.301
O: 9.814 3.273 1.643
C: 9.766 2.476 0.464
C: 11.155 2.219 -0.091
C: 9.777 5.338 3.161
H: 9.118 2.939 -0.286
H: 9.308 1.519 0.740
H: 11.623 3.146 -0.432
H: 11.113 1.534 -0.942
H: 11.806 1.793 0.680
H: 8.710 5.199 3.340
H: 10.042 6.392 3.272
H: 10.372 4.735 3.849
Be: -8.824 3.633 -4.919
B: -13.938 2.026 -2.808
O: -13.913 3.458 -3.126
C: -12.729 3.716 -3.697
O: -12.382 4.819 -4.086
C: -11.953 2.507 -3.775
O: -10.831 2.402 -4.242
O: -12.649 1.488 -3.253
F: -15.026 1.374 -3.520
F: -14.093 1.835 -1.374

***

(5)
This record from the Open Molecules 2025 dataset describes a molecular structure, C42H28BF4N2PPtS2. The level of theory is ωB97M-V/def2-TZVPD.

* total charge: 0
* DFT total energy: -3408.505988 hartree

Cartesian coordinates (Å):
Pt: -0.347 -0.507 -0.261
S: -3.998 5.274 1.771
C: -4.089 5.401 3.471
C: -3.548 4.315 4.086
C: -3.050 3.352 3.171
C: -3.227 3.734 1.867
C: -2.832 3.008 0.661
C: -1.962 1.894 0.767
N: -1.550 1.230 -0.295
C: -1.900 1.647 -1.532
C: -2.809 2.678 -1.735
C: -3.190 2.991 -3.085
C: -2.643 2.333 -4.132
C: -1.630 1.334 -3.936
C: -0.983 0.670 -4.983
C: 0.023 -0.235 -4.714
C: 0.362 -0.454 -3.363
N: -0.239 0.146 -2.353
C: -1.245 1.014 -2.630
C: 0.748 -0.919 -5.792
C: 0.745 -0.607 -7.125
C: 1.559 -1.471 -7.899
C: 2.168 -2.424 -7.143
S: 1.758 -2.280 -5.493
C: -3.284 3.349 -0.598
H: -4.530 6.275 3.923
H: -3.498 4.193 5.158
H: -2.601 2.419 3.490
H: -1.613 1.522 1.725
H: -3.925 3.769 -3.249
H: -2.939 2.571 -5.146
H: -1.278 0.877 -6.004
H: 1.175 -1.122 -3.101
H: 0.197 0.225 -7.544
H: 1.689 -1.383 -8.968
H: 2.839 -3.204 -7.466
H: -3.998 4.157 -0.721
C: 3.329 -4.713 -2.714
C: 4.092 -4.038 -1.775
C: 3.485 -3.184 -0.860
C: 2.109 -2.993 -0.896
C: 1.346 -3.670 -1.852
C: 1.950 -4.533 -2.750
P: 1.199 -1.984 0.305
C: 2.429 -1.073 1.272
C: 3.276 -0.171 0.625
C: 4.126 0.634 1.365
C: 4.115 0.561 2.752
C: 3.259 -0.317 3.398
C: 2.417 -1.137 2.662
C: 0.388 -3.135 1.407
C: 0.912 -4.294 1.918
C: 0.152 -5.041 2.837
C: -1.090 -4.603 3.214
C: -1.646 -3.414 2.691
C: -2.940 -2.955 3.042
C: -3.423 -1.825 2.463
C: -2.654 -1.084 1.530
C: -1.385 -1.459 1.173
C: -0.887 -2.665 1.765
H: 3.805 -5.383 -3.417
H: 5.164 -4.182 -1.743
H: 4.085 -2.672 -0.118
H: 0.270 -3.527 -1.871
H: 1.350 -5.064 -3.477
H: 3.267 -0.098 -0.457
H: 4.785 1.332 0.862
H: 4.762 1.209 3.330
H: 3.213 -0.345 4.478
H: 1.716 -1.779 3.177
H: 1.898 -4.633 1.622
H: 0.555 -5.958 3.246
H: -1.675 -5.173 3.926
H: -3.523 -3.510 3.766
H: -4.407 -1.460 2.728
H: -3.116 -0.199 1.117
F: -0.150 1.879 4.585
B: -0.553 0.610 4.151
F: -1.975 0.563 4.127
F: -0.043 -0.401 4.970
F: -0.094 0.400 2.821

***

(6)
This record from the Open Molecules 2025 dataset describes a molecular structure, C32H32BN12ReS in a non-equilibrium geometry. The level of theory is ωB97M-V/def2-TZVPD.

* total charge: +4
* spin multiplicity: 3
* DFT total energy: -2395.564909 hartree

Cartesian coordinates (Å):
Re: 0.217 0.168 0.382
C: -0.799 -0.150 3.538
C: 0.201 -1.165 3.097
C: 0.842 -2.181 3.786
C: 1.741 -2.740 2.881
N: 1.635 -2.107 1.709
N: 0.700 -1.142 1.840
B: 2.584 -2.004 0.487
N: 3.151 -0.566 0.551
C: 4.402 -0.134 0.723
C: 4.411 1.245 0.750
C: 3.090 1.628 0.581
C: 2.579 3.017 0.512
N: 2.307 0.522 0.477
N: 1.725 -2.053 -0.824
C: 1.912 -2.794 -1.912
C: 1.091 -2.323 -2.934
C: 0.406 -1.248 -2.398
C: -0.570 -0.326 -3.046
N: 0.806 -1.095 -1.109
N: 3.525 -3.163 0.467
C: 4.854 -3.357 0.204
C: 5.079 -4.700 0.208
C: 3.812 -5.302 0.467
C: 3.479 -6.740 0.569
N: 2.893 -4.358 0.617
H: -0.435 0.365 4.427
H: -0.959 0.614 2.756
H: -1.757 -0.604 3.795
H: 0.686 -2.474 4.811
H: 2.439 -3.548 3.027
H: 5.229 -0.816 0.826
H: 5.264 1.892 0.864
H: 3.408 3.694 0.314
H: 1.845 3.125 -0.279
H: 2.119 3.317 1.455
H: 2.608 -3.620 -1.924
H: 1.012 -2.723 -3.930
H: -0.688 -0.597 -4.093
H: -1.548 -0.382 -2.556
H: -0.187 0.698 -2.997
H: 5.541 -2.548 0.019
H: 6.015 -5.213 0.063
H: 4.356 -7.337 0.808
H: 2.686 -6.909 1.295
H: 3.102 -7.118 -0.385
C: -2.600 4.821 0.655
C: -1.303 4.585 -0.092
N: -0.562 3.408 0.196
C: -2.716 1.634 0.131
C: -3.730 2.520 0.503
C: -3.601 3.951 0.798
C: -5.004 1.959 0.776
C: -5.239 0.615 0.727
C: -4.173 -0.291 0.523
C: -4.327 -1.693 0.597
C: -3.220 -2.495 0.473
C: -1.969 -1.899 0.332
N: -1.786 -0.578 0.248
C: -2.884 0.235 0.284
H: -2.722 5.812 1.077
H: -0.641 5.444 0.008
H: -4.474 4.347 1.307
H: -5.813 2.634 1.030
H: -6.236 0.229 0.902
H: -5.310 -2.119 0.763
H: -3.296 -3.573 0.519
H: -1.078 -2.516 0.306
S: -1.084 2.104 -0.434
C: -1.822 3.226 -1.997
N: -2.276 3.012 -3.231
C: -2.618 4.029 -4.063
C: -2.510 5.326 -3.609
C: -2.057 5.538 -2.321
N: -1.714 4.467 -1.565
H: -2.365 2.055 -3.569
H: -2.958 3.777 -5.062
H: -2.769 6.161 -4.248
H: -1.950 6.525 -1.883

***

(7)
This record from the Open Molecules 2025 dataset describes C28H34N6O2 in the gas phase in a non-equilibrium geometry. The level of theory is ωB97M-V/def2-TZVPD.

* total charge: 0
* SMILES string: Cc1ccccc1Cn1c2ccccc2c2cnn(CC(=O)NCCCN3CCN(C)CC3)c(=O)c21
* DFT total energy: -1566.434970 hartree

Cartesian coordinates (Å):
C: 3.939 -2.608 -2.575
C: 2.452 -2.728 -2.416
C: 1.739 -3.600 -3.227
C: 0.365 -3.720 -3.115
C: -0.314 -2.952 -2.188
C: 0.382 -2.080 -1.369
C: 1.761 -1.968 -1.467
C: 2.533 -1.014 -0.587
N: 1.822 -0.592 0.592
C: 1.421 -1.413 1.615
C: 1.518 -2.795 1.729
C: 1.014 -3.378 2.872
C: 0.427 -2.617 3.887
C: 0.330 -1.247 3.786
C: 0.831 -0.632 2.641
C: 0.894 0.720 2.189
C: 0.487 1.972 2.693
N: 0.632 3.055 2.001
N: 1.177 3.005 0.787
C: 1.174 4.272 0.074
C: -0.075 4.349 -0.829
O: -1.016 5.066 -0.575
N: 0.001 3.531 -1.895
C: -1.162 3.229 -2.702
C: -2.108 2.259 -1.984
C: -1.417 0.923 -1.670
N: -2.092 0.033 -0.750
C: -3.326 -0.551 -1.235
C: -3.722 -1.696 -0.306
N: -3.907 -1.200 1.045
C: -4.353 -2.242 1.942
C: -2.681 -0.580 1.510
C: -2.312 0.569 0.578
C: 1.664 1.883 0.148
O: 2.150 1.963 -0.986
C: 1.504 0.688 0.927
H: 4.280 -3.203 -3.418
H: 4.457 -2.958 -1.681
H: 4.226 -1.571 -2.745
H: 2.269 -4.192 -3.959
H: -0.171 -4.405 -3.756
H: -1.387 -3.024 -2.101
H: -0.169 -1.477 -0.663
H: 2.778 -0.111 -1.158
H: 3.473 -1.484 -0.272
H: 1.959 -3.391 0.945
H: 1.070 -4.450 2.988
H: 0.043 -3.118 4.762
H: -0.125 -0.659 4.568
H: 0.033 2.091 3.664
H: 1.123 5.068 0.816
H: 2.083 4.341 -0.526
H: 0.817 2.934 -1.980
H: -0.819 2.806 -3.648
H: -1.690 4.167 -2.894
H: -2.989 2.092 -2.605
H: -2.428 2.734 -1.055
H: -0.436 1.127 -1.232
H: -1.253 0.367 -2.599
H: -3.163 -0.935 -2.245
H: -4.148 0.183 -1.262
H: -4.663 -2.136 -0.646
H: -2.937 -2.474 -0.338
H: -5.294 -2.651 1.574
H: -3.624 -3.063 2.037
H: -4.522 -1.813 2.928
H: -2.843 -0.197 2.520
H: -1.847 -1.307 1.543
H: -1.399 1.052 0.927
H: -3.131 1.306 0.600

***

(8)
This record from the Open Molecules 2025 dataset describes C5H11NO in the gas phase. The level of theory is ωB97M-V/def2-TZVPD.

* total charge: 0
* SMILES string: CC[C@@H](C)NC=O
* DFT total energy: -327.110436 hartree

Cartesian coordinates (Å):
C: -1.750 -0.747 -0.438
C: -0.939 0.558 -0.559
C: 0.446 0.599 0.163
C: 0.340 1.255 1.538
N: 1.044 -0.728 0.234
C: 1.862 -1.216 -0.742
O: 2.461 -0.551 -1.562
H: -1.976 -1.141 -1.432
H: -1.237 -1.550 0.112
H: -2.699 -0.593 0.074
H: -0.761 0.769 -1.618
H: -1.532 1.400 -0.180
H: 1.135 1.201 -0.445
H: 0.018 2.300 1.437
H: -0.383 0.747 2.191
H: 1.320 1.241 2.015
H: 0.578 -1.410 0.820
H: 1.933 -2.319 -0.684